{"formula": "C3H6ClP", "method": "wB97M-V/def2-TZVPD", "fmax_ev_per_a": 5.88, "e_lumo_ev": [-1.36, -0.27], "homo_lumo_gap_ha": [0.3072, 0.2962], "multiplicity": 1, "symbols": ["C", "C", "C", "P", "Cl", "H", "H", "H", "H", "H", "H"], "positions_angstrom": [[0.5904, -1.2383, -0.6606], [-0.8390, 0.3963, 0.6326], [0.3153, -0.5803, 0.4752], [-0.5888, -1.3846, -2.0497], [2.0806, -2.2588, -0.7871], [-1.3574, 0.2819, -0.2289], [-0.4745, 1.3099, 0.7740], [-1.5063, 0.0141, 1.4538], [0.9789, -0.7497, 1.2266], [1.4371, 1.7768, -0.4963], [-0.0798, -2.5563, -2.5947]], "nbo_charge": [-0.36, -0.62, -0.15, 0.36, -0.05, 0.22, 0.22, 0.22, 0.20, 0.00, -0.04]}


{"formula": "C3H6F2OS", "method": "wB97M-V/def2-TZVPD", "fmax_ev_per_a": 4.05, "e_lumo_ev": [-2.74, 0.10], "homo_lumo_gap_ha": [0.2152, 0.3581], "multiplicity": 1, "symbols": ["C", "C", "C", "O", "F", "F", "S", "H", "H", "H", "H", "H", "H"], "positions_angstrom": [[0.6055, -0.2595, -2.8443], [-0.6196, 0.3850, 3.2271], [0.0412, -0.4911, 0.1200], [-0.9749, 1.3020, -1.6698], [-0.3951, -1.6704, -0.2682], [1.3551, -0.7423, 0.4904], [0.1335, 0.4654, -1.3544], [-0.0747, -0.1345, -3.6428], [0.8565, -1.2979, -2.7012], [-1.4571, 0.8836, 2.7251], [0.2117, 0.1377, 2.5594], [-0.7645, 0.0588, 4.2881], [1.0823, 1.3633, -0.9293]], "nbo_charge": [-0.70, -0.51, 0.29, -0.92, -0.33, -0.36, 1.53, 0.23, 0.21, 0.16, 0.17, 0.18, 0.06]}


{"formula": "C3H6F3O3SSi", "method": "wB97M-V/def2-TZVPD", "total_charge": -1, "fmax_ev_per_a": 4.19, "e_lumo_ev": 3.60, "homo_lumo_gap_ha": 0.3189, "multiplicity": 1, "symbols": ["C", "C", "C", "O", "O", "O", "F", "F", "F", "Si", "S", "H", "H", "H", "H", "H", "H"], "positions_angstrom": [[-0.6004, -0.0375, 2.0153], [-0.8615, -1.7308, -0.6718], [-0.4425, 1.8186, -0.4875], [2.4075, -1.5687, -1.2236], [1.8557, 0.4520, 0.4603], [2.5381, 0.6843, -2.1529], [-0.9332, 1.1711, 2.5904], [-2.2506, -1.5134, -0.6504], [-1.6712, 1.6344, -1.2193], [0.3105, 0.2571, 0.4130], [2.9401, -0.2152, -1.0570], [-1.5531, -0.3869, 1.7192], [-0.1244, -0.6326, 2.8516], [-0.7504, -2.7015, -0.1132], [-0.3926, -1.9495, -1.6208], [0.2128, 2.1789, -1.2122], [-0.6847, 2.5398, 0.3589]], "nbo_charge": [-0.43, -0.27, -0.39, -0.98, -1.23, -0.98, -0.40, -0.42, -0.40, 1.73, 1.70, 0.19, 0.18, 0.13, 0.17, 0.20, 0.18]}


{"formula": "C3H6FI", "method": "wB97M-V/def2-TZVPD", "fmax_ev_per_a": 3.46, "e_lumo_ev": [-0.35, 0.34], "homo_lumo_gap_ha": [0.2913, 0.3272], "multiplicity": 1, "symbols": ["C", "C", "C", "F", "I", "H", "H", "H", "H", "H", "H"], "positions_angstrom": [[-0.3643, -1.5073, 0.2817], [-0.5673, -0.4585, -0.7724], [0.5192, 1.8122, 0.3565], [0.6577, 2.7092, -0.6603], [2.3918, 1.2155, 1.0646], [-0.7044, -2.4633, -0.2693], [-1.0633, -1.4156, 1.0727], [0.6634, -1.5363, 0.5198], [-1.5994, -0.2473, -1.1074], [0.1403, -0.3897, -1.6052], [-0.0738, 2.2811, 1.1193]], "nbo_charge": [-0.68, -0.25, 0.03, -0.37, 0.10, 0.22, 0.22, 0.23, 0.18, 0.18, 0.15]}


{"formula": "C3H6FN", "method": "wB97M-V/def2-TZVPD", "fmax_ev_per_a": 4.19, "e_lumo_ev": 1.21, "homo_lumo_gap_ha": 0.3788, "multiplicity": 1, "symbols": ["C", "C", "C", "H", "H", "H", "H", "H", "H", "N", "F"], "positions_angstrom": [[0.8223, -0.4330, -0.0677], [-0.2827, -1.0334, -0.7977], [-0.6204, -0.3814, 0.5854], [0.5781, 1.4949, -0.4086], [1.7911, 0.8819, -1.4177], [1.4700, -0.9985, 0.4929], [-0.6972, -0.3220, -1.5569], [-0.4664, -2.0479, -0.8589], [-0.7622, -1.0471, 1.4964], [1.2834, 0.8264, -0.5474], [-1.1569, 0.8157, 0.8627]], "nbo_charge": [-0.10, -0.46, 0.19, 0.37, 0.37, 0.19, 0.23, 0.22, 0.17, -0.85, -0.34]}


{"formula": "C3H6FN2O", "method": "wB97M-V/def2-TZVPD", "total_charge": 1, "fmax_ev_per_a": 3.78, "e_lumo_ev": -3.67, "homo_lumo_gap_ha": 0.4127, "multiplicity": 1, "symbols": ["C", "C", "C", "N", "N", "O", "F", "H", "H", "H", "H", "H", "H"], "positions_angstrom": [[2.5783, -0.5829, -0.1772], [-1.4748, -0.1903, -0.3169], [-0.8802, -1.2910, 0.2032], [3.1601, -1.5715, 0.1094], [-0.8842, 1.1339, -0.0096], [1.8281, 0.2929, -0.2177], [-1.2894, -2.4702, -0.1491], [-2.2116, -0.2142, -1.0667], [-0.1723, -1.3242, 1.0995], [3.9493, -2.1125, 0.3597], [-1.6415, 1.8127, 0.3885], [-0.3960, 1.5686, -0.8625], [0.0196, 0.9769, 0.6062]], "nbo_charge": [0.88, -0.19, 0.31, -0.71, -0.73, -0.62, -0.27, 0.25, 0.20, 0.46, 0.47, 0.47, 0.49]}


{"formula": "C3H6FN3", "method": "wB97M-V/def2-TZVPD", "fmax_ev_per_a": 2.21, "e_lumo_ev": 0.86, "homo_lumo_gap_ha": 0.3408, "multiplicity": 1, "symbols": ["C", "C", "C", "H", "H", "H", "H", "H", "H", "N", "N", "N", "F"], "positions_angstrom": [[-0.3495, -1.3755, -0.4199], [0.1993, 1.0636, 0.2988], [-0.8007, 1.8668, -0.1444], [2.2187, -1.2412, 0.1329], [1.3722, -1.1772, 1.6223], [0.2232, -2.2914, -0.2550], [-1.9456, -0.4718, -1.1085], [0.9937, 1.5108, 0.8604], [-0.6980, 2.9290, 0.0767], [1.6286, -0.7138, 0.7622], [0.4373, -0.3196, 0.1464], [-1.3925, -1.3098, -1.1087], [-1.8867, 1.5303, -0.8630]], "nbo_charge": [0.28, -0.10, 0.15, 0.36, 0.35, 0.16, 0.37, 0.24, 0.18, -0.65, -0.32, -0.67, -0.34]}


{"formula": "C3H6HgNO4S", "method": "wB97M-V/def2-TZVPD", "s_squared": 0.75, "fmax_ev_per_a": 5.97, "e_lumo_ev": [-0.33, -0.89], "homo_lumo_gap_ha": [0.2796, 0.3243], "multiplicity": 2, "symbols": ["O", "C", "C", "O", "C", "Hg", "H", "H", "H", "H", "H", "H", "N", "S", "O", "O"], "positions_angstrom": [[-1.0253, -0.2508, 1.4291], [-0.6905, -1.5877, 1.4298], [0.6359, -1.8781, 0.7303], [0.5758, -1.4888, -0.6427], [0.9307, -0.2364, -0.9527], [-0.8247, 0.9780, 0.0967], [-1.4704, -2.2097, 0.9450], [-0.5758, -1.9785, 2.4609], [0.8489, -2.9545, 0.7389], [1.4589, -1.3360, 1.2223], [0.8925, -0.0311, -2.0254], [1.7269, 0.2208, -0.3479], [-1.7091, 2.1654, -1.3677], [-0.6853, 3.2269, -1.2821], [-0.4663, 4.3483, -2.1833], [0.3778, 3.0124, -0.2511]], "nbo_charge": [-0.91, -0.07, -0.10, -0.47, -0.26, 1.50, 0.16, 0.18, 0.21, 0.18, 0.20, 0.18, -1.15, 2.15, -0.83, -0.96]}


{"formula": "C3H6I2O", "method": "wB97M-V/def2-TZVPD", "s_squared": 2.01, "fmax_ev_per_a": 5.62, "e_lumo_ev": [0.55, -3.41], "homo_lumo_gap_ha": [0.2288, 0.2096], "multiplicity": 3, "symbols": ["C", "C", "C", "O", "I", "I", "H", "H", "H", "H", "H", "H"], "positions_angstrom": [[-0.9330, -0.7999, 0.9200], [-0.3811, 0.4609, 0.1867], [0.9119, 0.0163, -0.8033], [1.4814, 1.0122, -1.4960], [-3.1308, -0.5860, 0.4977], [2.0523, -0.9774, 0.7559], [-0.5061, -1.7004, 0.4928], [-0.5807, -0.7813, 1.9734], [-0.0336, 1.2252, 0.7758], [-1.1883, 0.9282, -0.5163], [0.8774, -0.6836, -1.7032], [1.4306, 1.8857, -1.0837]], "nbo_charge": [-0.71, -0.47, 0.04, -0.69, 0.33, -0.01, 0.21, 0.22, 0.21, 0.18, 0.22, 0.48]}


{"formula": "C3H6IN2O", "method": "wB97M-V/def2-TZVPD", "total_charge": 1, "fmax_ev_per_a": 2.47, "e_lumo_ev": -4.35, "homo_lumo_gap_ha": 0.3209, "multiplicity": 1, "symbols": ["C", "C", "C", "N", "N", "O", "I", "H", "H", "H", "H", "H", "H"], "positions_angstrom": [[0.8264, 1.4925, -0.3430], [-1.1192, -1.1592, 0.0662], [1.6063, 2.4464, 0.1278], [-0.2933, -1.1240, 1.0540], [-0.9552, -1.8644, -1.0370], [0.0651, 0.7238, -0.8324], [-2.9650, -0.1061, 0.4413], [0.6709, -1.4034, 1.0860], [1.8132, 2.8563, 1.1495], [2.4595, 2.5488, -0.5255], [-0.6666, -0.7373, 1.8985], [-0.0312, -2.1574, -1.1853], [-1.4109, -1.5161, -1.9000]], "nbo_charge": [0.72, 0.45, -0.74, -0.75, -0.74, -0.55, 0.30, 0.43, 0.30, 0.28, 0.43, 0.41, 0.44]}


{"formula": "C3H6IN2O", "method": "wB97M-V/def2-TZVPD", "total_charge": 1, "s_squared": 2.01, "fmax_ev_per_a": 4.54, "e_lumo_ev": [-3.72, -7.77], "homo_lumo_gap_ha": [0.2445, 0.2205], "multiplicity": 3, "symbols": ["C", "C", "C", "N", "N", "O", "I", "H", "H", "H", "H", "H", "H"], "positions_angstrom": [[0.4448, -0.3998, -0.9553], [-1.2980, 0.1166, 0.2998], [0.7715, 0.2369, 1.5405], [-0.0046, 0.0331, 0.3492], [-0.7783, -0.8155, -1.5854], [-1.8416, -0.3350, -0.7308], [1.6281, 1.3446, -1.9093], [1.1251, -1.1334, -1.0720], [-1.9785, 0.3894, 0.9927], [0.1731, 0.3576, 2.3725], [1.4246, -0.4726, 1.9211], [1.2168, 1.2468, 1.3181], [-0.8831, -0.5685, -2.5411]], "nbo_charge": [-0.09, 0.46, -0.43, -0.32, -0.31, -0.24, 0.36, 0.22, 0.23, 0.24, 0.25, 0.23, 0.39]}


{"formula": "C3H6INO", "method": "wB97M-V/def2-TZVPD", "fmax_ev_per_a": 3.48, "e_lumo_ev": 0.54, "homo_lumo_gap_ha": 0.3640, "multiplicity": 1, "symbols": ["C", "C", "C", "N", "O", "I", "H", "H", "H", "H", "H", "H"], "positions_angstrom": [[-0.3104, 0.6489, -0.2904], [0.4589, -0.5881, -0.8244], [-1.3316, 0.0816, 0.6738], [-0.8536, -1.5421, 0.7666], [-0.3128, -1.7223, -0.4991], [-3.3360, 0.0422, -0.0565], [0.3735, 1.3218, 0.2265], [-0.7792, 1.1944, -1.1086], [0.5851, -0.5958, -1.9048], [1.4395, -0.6488, -0.3304], [-1.3306, 0.4614, 1.6851], [-0.0813, -1.5257, 1.4459]], "nbo_charge": [-0.51, -0.08, -0.20, -0.30, -0.38, 0.11, 0.22, 0.23, 0.20, 0.16, 0.22, 0.31]}